ORCA calculation (the ωB97M-V functional and the def2-TZVPD basis) on a structure of composition C26H24AsN3O2PtS2.

Each line ends with the natural charge from an NBO analysis.
Cartesian coordinates (Å):
Pt  0.022202  1.954397  -0.440979  0.65
As  0.314495  -1.286133  -0.447221  0.87
S  0.583060  2.298904  1.964349  -0.23
S  0.371349  3.346377  -2.112522  -0.08
O  -3.773951  1.966757  -1.896274  -0.62
O  -1.695248  1.534295  -1.355787  -0.70
N  2.811669  1.744409  3.250630  -0.77
N  2.451816  1.793481  -0.304173  -0.63
N  3.004290  1.800238  0.974997  -0.45
C  -3.700710  -2.261997  0.301340  -0.19
C  0.548568  -5.423384  -1.256645  -0.21
C  3.874991  -1.796910  1.691529  -0.22
C  1.542849  -1.585863  1.059740  -0.22
C  -3.109835  -0.572669  1.891890  -0.20
C  0.723367  -3.037794  -2.655901  -0.25
C  -1.808995  -0.576416  1.411747  -0.26
C  0.876752  -4.246078  -3.324815  -0.20
C  0.396678  -4.220747  -0.590683  -0.24
C  -1.991045  6.599595  -1.982009  -0.19
C  -1.053098  4.384837  -1.941812  -0.16
C  -2.398663  -2.272559  -0.174998  -0.25
C  -3.259195  6.080690  -1.786599  -0.24
C  2.173068  -1.853439  3.375194  -0.21
C  0.484199  -3.021799  -1.288783  -0.25
C  2.896455  -1.639762  0.722653  -0.28
C  0.789702  -5.437041  -2.623915  -0.21
C  2.209017  1.904929  2.063516  0.31
C  -2.338437  3.849336  -1.742822  -0.12
C  -1.439277  -1.436135  0.381666  -0.24
C  -3.425733  4.710057  -1.673724  -0.17
C  -2.654969  2.373335  -1.655559  0.76
C  3.513620  -1.895262  3.027714  -0.23
C  -4.060098  -1.415775  1.335894  -0.20
C  1.193513  -1.706873  2.400897  -0.25
C  -0.894167  5.758276  -2.056495  -0.24
H  0.780980  -2.106783  -3.208524  0.22
H  -5.078935  -1.402010  1.697614  0.21
H  0.906491  -6.379645  -3.140314  0.21
H  0.097452  6.166921  -2.192367  0.21
H  2.249642  1.801360  4.080231  0.43
H  0.477467  -6.354953  -0.710949  0.22
H  0.152696  -1.705421  2.695169  0.23
H  -2.141763  -2.938554  -0.990683  0.22
H  2.824195  2.537024  -0.884396  0.40
H  -4.438487  -2.912376  -0.148567  0.21
H  3.962631  1.501909  1.083499  0.39
H  -1.847804  7.668926  -2.063422  0.21
H  -4.115134  6.737569  -1.725630  0.21
H  3.196168  -1.593267  -0.322459  0.21
H  4.916310  -1.866813  1.399870  0.21
H  3.789916  1.527194  3.334655  0.40
H  1.879054  -1.951877  4.412870  0.22
H  -3.379720  0.100990  2.695040  0.21
H  0.208357  -4.214707  0.477468  0.22
H  2.547665  0.874631  -0.724540  0.40
H  1.059731  -4.251525  -4.390399  0.21
H  -1.089822  0.108034  1.842837  0.22
H  -4.405404  4.270740  -1.548728  0.24
H  4.270067  -2.030649  3.789691  0.21

Forces on atoms 1 to 3 (eV/Å):
0.6933 -0.2491 -0.1450
-0.0107 0.4114 0.2324
-0.2967 -0.1775 0.5068

Values from the calculation:
M ... 744.63 g mol⁻¹
Lowest unoccupied orbital energy (spin up / spin down) ... -0.229 / -0.228 eV
Gap between HOMO and LUMO (spin up / spin down) ... 0.249 / 0.249 Eh
ΔE to the lowest compared entry with this formula, charge and spin ... 34.2 kcal per mole
HOMO level (spin up / spin down) ... -7.01 / -7.01 eV
Spin multiplicity ... 1



ORCA calculation (the ωB97M-V functional and the def2-TZVPD basis) on a structure of composition C26H24AuF3NSSbSi.

Each line ends with the natural charge from an NBO analysis.
Cartesian coordinates (Å):
Au  0.708643  1.022308  -0.937762  0.50
Sb  -1.782528  0.451359  -1.341817  1.18
S  1.691306  0.518662  1.386631  -0.43
Si  4.749108  0.543200  2.909390  1.64
F  -0.969412  -5.204140  -3.807563  -0.32
F  -7.203587  2.522374  -3.575662  -0.32
F  -4.245530  -1.160503  4.132818  -0.32
N  2.946928  1.220409  -0.788364  -0.59
C  -2.044499  0.370403  1.723636  -0.19
C  -4.279209  -1.292219  1.791586  -0.28
C  -6.019233  2.070835  -3.126633  0.41
C  3.139612  0.913433  0.519036  0.11
C  -5.202385  2.935260  -2.424712  -0.28
C  -1.463361  -2.934291  -4.131540  -0.28
C  -3.599272  1.142775  -2.205348  -0.36
C  -1.105577  -3.828339  -1.911075  -0.28
C  6.596516  0.734496  3.191287  -1.12
C  -1.622573  -1.485364  -2.202147  -0.38
C  -1.181391  -3.983990  -3.280412  0.41
C  -1.328439  -2.568039  -1.375679  -0.20
C  3.979932  1.542935  -1.571411  0.06
C  3.867192  1.763458  4.014753  -1.12
C  4.267578  -1.216669  3.305185  -1.12
C  -5.667023  0.762201  -3.386066  -0.28
C  -3.718768  -0.924820  0.579262  -0.20
C  -2.598509  -0.096060  0.536977  -0.39
C  -3.982814  2.460934  -1.967128  -0.20
C  -3.703024  -0.809197  2.952264  0.41
C  -1.676439  -1.678906  -3.580698  -0.21
C  -2.597645  0.015118  2.947146  -0.28
C  5.270638  1.581108  -1.102734  -0.31
C  5.481330  1.274980  0.241559  -0.11
C  4.436357  0.935748  1.086587  -0.53
C  -4.444091  0.299712  -2.918768  -0.21
H  3.196152  -1.367191  3.170328  0.26
H  -5.144457  -1.938256  1.849624  0.23
H  -1.508361  -3.104647  -5.198423  0.23
H  -3.332616  3.131426  -1.417199  0.22
H  -1.166902  1.005413  1.704672  0.24
H  6.834160  0.521339  4.235785  0.24
H  -6.342085  0.125661  -3.941556  0.24
H  -1.881915  -0.846045  -4.243955  0.22
H  -5.522112  3.953018  -2.248718  0.24
H  4.123499  1.576487  5.060458  0.23
H  -2.180246  0.362506  3.882145  0.24
H  4.523109  -1.450915  4.341498  0.23
H  7.178205  0.045474  2.574868  0.23
H  6.085210  1.840988  -1.763108  0.22
H  2.785984  1.684211  3.903204  0.26
H  -1.269552  -2.433666  -0.301890  0.23
H  4.161126  2.786897  3.772701  0.24
H  4.795862  -1.921163  2.659599  0.24
H  -0.876330  -4.679365  -1.284599  0.24
H  6.932913  1.751864  2.978968  0.23
H  -4.162731  -0.728569  -3.108514  0.23
H  6.490987  1.308275  0.633259  0.21
H  3.742793  1.770503  -2.602871  0.20
H  -4.162546  -1.293416  -0.338857  0.22

Forces on atoms 1 to 3 (eV/Å):
-0.5373 0.0492 0.0833
0.4578 -0.3087 0.0615
0.1074 -0.0317 0.0315

Values from the calculation:
M ... 786.36 g mol⁻¹
Lowest unoccupied orbital energy ... 0.166 eV
Gap between HOMO and LUMO ... 0.283 Eh
HOMO level ... -7.53 eV
Spin multiplicity ... 1



ORCA calculation (the ωB97M-V functional and the def2-TZVPD basis) on a structure of composition C26H24F2N3O6STa.

Each line ends with the natural charge from an NBO analysis.
Cartesian coordinates (Å):
Ta  0.478642  -0.453650  -0.387212  2.56
S  0.038838  -0.495801  2.099597  2.32
F  -2.280053  -4.765407  -2.257785  -0.28
F  2.166605  -4.392749  -3.564059  -0.29
O  1.430421  -0.665219  1.421810  -0.92
O  1.816425  2.692166  -0.744663  -0.56
O  -1.477680  -0.050125  -1.100581  -0.66
O  -0.392966  0.732366  1.364516  -0.91
O  -0.708877  -1.620581  1.537076  -0.86
O  -1.930752  4.413590  -2.664817  -0.49
N  -0.057696  3.588928  -1.710850  -0.65
N  0.196573  1.284271  -1.455016  -0.81
N  2.387178  -0.855995  -1.217492  -0.64
C  0.132609  -0.175331  6.518257  0.11
C  0.161013  -2.269341  -1.408368  -0.50
C  1.286776  -2.751169  -2.118129  -0.10
C  -0.054122  -4.606363  -2.922892  -0.28
C  3.434805  -0.030356  -0.984607  0.11
C  0.740987  2.577745  -1.273056  0.81
C  -3.113919  2.763325  0.116127  -0.63
C  -2.392159  1.619245  -3.568961  -0.36
C  -2.055466  2.099100  -2.120839  -0.28
C  1.139749  -3.908607  -2.866242  0.45
C  4.825031  -1.393728  -2.334079  -0.05
C  -1.047513  -2.950041  -1.459227  -0.21
C  -1.369130  3.464411  -2.208224  0.72
C  -1.128070  -4.116169  -2.208555  0.44
C  2.523636  -1.964807  -2.001593  0.24
C  3.753215  -2.242131  -2.571692  -0.22
C  4.670654  -0.270659  -1.529273  -0.24
C  0.067955  -0.372571  3.781084  -0.41
C  -0.282132  -1.363294  5.905563  -0.21
C  -0.320071  -1.485052  4.533853  -0.13
C  0.511838  0.914041  5.725252  -0.21
C  -1.191677  1.398699  -4.478002  -0.63
C  0.486911  0.834482  4.350106  -0.13
C  -3.348379  2.224063  -1.290316  -0.36
C  -1.139890  1.098316  -1.545343  0.81
C  0.175355  -0.084260  8.010759  -0.65
H  0.327946  0.937949  8.348190  0.24
H  -0.138634  -5.509984  -3.511402  0.28
H  -1.926019  -2.606946  -0.928728  0.26
H  -3.812951  1.237640  -1.252960  0.23
H  -3.033586  2.404296  -3.971042  0.26
H  0.824033  1.835357  6.198228  0.25
H  -2.434779  2.125520  0.687143  0.20
H  0.769577  1.676257  3.732289  0.25
H  3.877646  -3.113764  -3.191946  0.27
H  0.316762  4.530475  -1.670394  0.46
H  -0.583838  -2.201686  6.519681  0.25
H  -0.568140  0.560855  -4.154753  0.19
H  -2.992482  0.712736  -3.482022  0.23
H  -2.706929  3.775647  0.093169  0.22
H  5.488917  0.404673  -1.329076  0.27
H  3.246885  0.835857  -0.362686  0.26
H  -4.015466  2.881595  -1.846298  0.25
H  5.786471  -1.615429  -2.778496  0.26
H  -0.745981  -0.467464  8.448891  0.25
H  -4.054710  2.807339  0.661360  0.25
H  -0.565549  2.290599  -4.548946  0.22
H  0.993340  -0.696391  8.396586  0.26
H  -0.646423  -2.397670  4.054633  0.25
H  -1.540738  1.171215  -5.483526  0.26

Forces on atoms 1 to 3 (eV/Å):
-0.0622 -0.2563 0.4873
-0.2474 0.0721 -0.0355
-0.0035 -0.0212 0.0272

Values from the calculation:
M ... 725.50 g mol⁻¹
Lowest unoccupied orbital energy ... -8.062 eV
Charge ... +2
Gap between HOMO and LUMO ... 0.250 Eh
ΔE to the lowest compared entry with this formula, charge and spin ... 22.8 kcal per mole
HOMO level ... -14.87 eV
Spin multiplicity ... 1



ORCA calculation (the ωB97M-V functional and the def2-TZVPD basis) on a cluster of 5 separate species, C26H24F5IO5SSi in total.

Each line ends with the natural charge from an NBO analysis.
Cartesian coordinates (Å):
I  1.195446  -3.217031  -1.191460  -0.12
S  1.684614  0.551102  -1.490467  2.01
Si  0.335374  -0.988201  -0.703539  1.37
F  1.217311  -5.375997  -3.651476  -0.33
F  3.034732  0.685396  -0.663061  -0.48
F  -3.138008  0.020659  0.403791  -0.36
F  9.667247  1.582110  -1.859860  -0.33
F  -3.329975  3.199805  1.777824  -0.33
O  2.019131  0.152876  -2.805255  -0.90
O  1.380907  0.170757  2.680260  -0.54
O  -1.082300  -0.823048  -1.547846  -1.07
O  0.244187  1.652714  1.594194  -0.67
O  1.026500  1.813015  -1.491292  -0.91
C  -2.901647  4.199826  2.576880  0.39
C  -3.974086  0.822309  3.835655  -0.18
C  -1.588060  4.181600  2.988475  -0.30
C  -3.847538  0.121467  1.561074  0.38
C  0.120331  -5.165828  -5.722318  -0.28
C  0.591548  0.371863  1.853712  0.79
C  -1.009346  -5.381725  -6.497823  -0.19
C  6.151482  0.005008  -0.454250  -0.23
C  -3.770249  5.201616  2.957979  -0.29
C  -3.256374  0.713343  2.655381  -0.27
C  -0.979561  -6.197474  -3.841989  -0.29
C  0.118948  -5.580069  -4.405848  0.40
C  -0.057356  -0.814719  1.133846  -1.05
C  7.344382  1.785467  -1.544697  -0.29
C  6.154724  1.249278  -1.073281  -0.19
C  8.526050  -0.175204  -0.790716  -0.29
C  -2.110912  -6.402117  -4.618428  -0.19
C  -5.849215  -0.268019  2.792586  -0.19
C  -3.301686  6.215405  3.782606  -0.19
C  -5.270300  0.329333  3.905005  -0.22
C  8.512841  1.064122  -1.398418  0.40
C  -2.125000  -5.997062  -5.946296  -0.23
C  7.336233  -0.704026  -0.311360  -0.19
C  -1.975588  6.216401  4.202538  -0.23
C  -5.134800  -0.369398  1.607474  -0.28
C  -1.117294  5.199887  3.803216  -0.18
H  7.334281  -1.671179  0.174376  0.22
H  -3.007327  -6.161375  -6.551450  0.22
H  5.224329  -0.411012  -0.083521  0.22
H  -3.522973  1.291508  4.700253  0.22
H  -4.796033  5.186239  2.612723  0.23
H  -1.018577  -5.069256  -7.533738  0.22
H  -1.612915  7.010991  4.841865  0.22
H  -0.948516  3.369515  2.669523  0.24
H  7.370034  2.756024  -2.022983  0.23
H  -0.945745  -6.512956  -2.806995  0.23
H  5.231739  1.800557  -1.188352  0.22
H  -1.148098  -0.761969  1.276679  0.28
H  -5.829787  0.411240  4.827894  0.22
H  -1.796979  -0.722079  -0.897664  0.52
H  0.256346  -1.713067  1.667499  0.30
H  -0.380277  1.616171  0.847069  0.49
H  -2.981714  -6.878370  -4.187274  0.22
H  -6.857745  -0.655768  2.847643  0.22
H  -2.242696  1.084191  2.581637  0.23
H  0.996643  -4.680127  -6.131480  0.23
H  -0.084391  5.200079  4.125581  0.22
H  9.458351  -0.716763  -0.696202  0.23
H  -5.570306  -0.823825  0.726780  0.23
H  -3.970343  7.005788  4.097322  0.22

Forces on atoms 1 to 3 (eV/Å):
0.0682 0.6907 0.0767
0.0102 1.5003 -1.7608
-1.2993 -1.6855 0.3841

Values from the calculation:
M ... 698.52 g mol⁻¹
Lowest unoccupied orbital energy ... 0.067 eV
Gap between HOMO and LUMO ... 0.336 Eh
HOMO level ... -9.07 eV
Spin multiplicity ... 1